(1)
14 unconnected molecules or ions with the total composition C95H198F15N9O12S2 at a distorted geometry, computed with ωB97M-V/def2-TZVPD.

Results
Energy relative to the best compared isomer or geometry (same formula, charge and spin) in kcal per mole: 0.00
E_HOMO in eV: -13.00
Gap between HOMO and LUMO in eV: 6.7
LUMO level in eV: -6.27

```
! RIJCOSX wB97M-V def2-TZVPD def2/J DEFGRID3
* xyz 4 1
S 4.838 1.758 1.160
S 5.600 -4.347 0.435
F 0.567 2.209 -0.257
F -1.002 0.812 -0.400
F 6.749 -6.794 0.809
F -0.202 7.532 -6.307
F 0.305 7.881 -4.181
F -1.620 4.684 3.516
F 6.416 -6.201 -1.258
F -1.369 3.696 5.489
F 7.972 -5.238 -0.201
F -1.570 8.585 -5.041
F 3.628 3.573 2.736
F -0.119 3.092 3.716
F 4.873 4.363 1.131
F 5.732 3.531 2.959
F -0.732 2.038 -2.131
O -2.326 1.216 4.484
O -1.944 6.028 -3.473
O 6.219 1.776 0.845
O 4.397 0.783 2.169
O 6.126 -3.217 -0.298
O -2.495 2.330 2.372
O 3.965 1.978 0.015
O 4.390 -4.942 -0.101
O 0.579 0.045 -2.972
O 1.049 -0.746 -0.827
O -0.484 5.166 -5.093
O 5.715 -4.266 1.864
N 4.387 -1.560 -3.084
N -1.831 -2.457 -3.712
N 1.584 5.769 -0.991
N -5.146 7.700 -4.076
N -4.782 -0.272 6.504
N -10.489 -3.148 -3.219
N 1.172 0.414 5.827
N 9.860 -2.049 1.726
N 3.414 -7.432 2.820
C -0.069 -2.171 -5.549
C 10.833 -1.134 0.984
C -11.592 -2.674 -4.149
C -4.143 8.020 -2.985
C -9.776 -4.194 -3.974
C -7.931 -0.435 -3.569
C -11.128 -3.564 -1.959
C -6.510 9.825 -3.565
C 1.807 -7.660 0.915
C 9.784 -1.753 3.211
C 1.293 6.488 1.480
C -0.396 -1.281 4.752
C -5.015 -0.351 5.032
C -0.696 7.487 -4.996
C -5.849 -1.675 3.062
C 7.843 -0.688 1.247
C -11.027 -5.945 -2.759
C -5.176 6.183 -4.153
C -5.914 -0.765 7.292
C 8.457 -2.066 1.081
C 5.671 -3.449 -4.280
C -1.220 -1.586 -4.812
C 0.983 0.429 -1.778
C 3.861 -0.639 -4.123
C -9.635 -2.020 -2.915
C -8.583 -1.699 -3.984
C -0.987 -3.808 -1.732
C -5.425 10.093 -2.550
C -0.068 1.389 -1.114
C -1.150 -1.522 3.419
C 2.342 -1.853 0.831
C 2.072 5.715 0.395
C -1.425 3.441 4.148
C 2.325 4.769 -1.774
C 4.757 3.349 2.074
C 0.608 -0.083 4.573
C -2.542 2.347 3.842
C -2.735 -3.476 -4.292
C 1.660 -0.605 0.451
C 4.866 -7.586 3.264
C -3.415 3.013 0.258
C -5.290 -1.759 4.502
C -10.551 -5.497 -4.162
C 4.721 0.542 -4.501
C -2.493 -1.549 -2.744
C 1.734 -5.681 2.272
C -7.146 0.109 7.176
C 7.716 -0.419 2.726
C 1.754 7.071 -1.683
C -0.668 -3.116 -3.013
C -3.610 -1.137 6.809
C -4.006 9.528 -2.824
C -0.963 4.021 -5.698
C -0.214 6.193 1.279
C 9.080 -0.462 3.472
C 5.389 -8.958 3.192
C 0.263 3.118 -5.873
C 4.606 -4.430 -3.813
C 4.558 -0.773 -1.782
C -6.835 1.602 7.409
C -4.551 8.212 -5.379
C -5.624 2.103 6.622
C -3.675 2.833 1.714
C -4.422 1.202 6.861
C 2.163 1.457 5.469
C -0.677 6.365 -0.159
C 3.120 -1.230 6.085
C -11.901 -4.888 -2.069
C -1.428 6.198 -4.659
C 5.668 -2.224 -3.399
C 1.524 -6.197 0.876
C 6.739 -5.707 -0.076
C 0.527 -1.017 -6.358
C -6.548 8.315 -3.852
C 9.607 -4.536 2.474
C 3.247 -7.915 1.402
C -5.195 3.942 -3.161
C 1.800 -0.581 6.700
C 4.188 1.359 -5.654
C 0.140 5.416 -1.041
C 10.422 -3.528 1.686
C -1.788 -2.911 -0.826
C 10.368 -5.834 2.459
C 6.748 -8.921 3.835
C 3.288 -2.535 -2.842
C 3.252 -3.702 -3.848
C 3.411 9.001 -2.347
C -5.332 5.414 -2.827
C 2.558 -8.150 3.691
C -2.959 -2.223 -1.489
C 0.117 1.157 6.617
C 3.108 -5.978 2.857
C 3.479 0.986 4.906
C 4.091 -0.077 5.778
C 3.235 7.457 -2.130
H -4.152 3.647 -3.067
H -5.220 3.100 6.966
H -3.555 -2.901 -4.759
H -10.283 -3.575 -1.244
H -0.082 5.416 -2.069
H -12.294 -2.032 -3.631
H 10.643 -1.258 -0.070
H 1.423 -4.633 2.302
H -0.794 6.802 2.001
H -6.833 -1.292 3.101
H -5.675 3.246 -2.491
H 1.128 3.750 -6.046
H 6.553 -8.406 4.768
H 4.953 -0.409 5.254
H 5.382 -0.058 -1.939
H -1.329 4.350 -6.669
H 2.934 -0.315 -3.734
H -4.268 3.542 -0.266
H 2.631 -9.216 3.646
H 6.655 -3.849 -4.104
H 7.469 -8.394 3.218
H 8.860 -0.404 4.561
H -2.131 -3.528 0.044
H 0.148 2.147 6.223
H 3.441 -8.960 1.442
H 4.667 2.320 -5.693
H 4.811 1.211 -3.643
H 0.326 2.513 -4.958
H 1.429 7.834 -0.982
H -9.534 -3.741 -5.002
H 3.363 5.022 -1.810
H 0.070 -2.299 -2.976
H 11.834 -1.466 1.202
H 2.795 -1.792 5.185
H 0.107 -2.205 5.036
H -3.275 -0.938 7.813
H -5.991 -2.669 2.611
H 3.524 -1.890 6.903
H 3.693 -1.282 -4.962
H -2.121 6.345 -5.504
H 2.513 -4.359 -3.462
H -10.193 -1.122 -2.661
H 8.680 -4.683 1.994
H -3.329 -1.130 -3.256
H -3.558 1.406 6.241
H 1.040 -1.299 7.104
H 2.109 -0.159 7.634
H -5.621 -0.536 8.306
H -7.970 -0.143 7.911
H -6.089 -2.272 5.043
H 0.167 0.798 4.074
H -11.721 -2.682 -1.682
H -11.452 -5.357 -4.801
H -4.519 5.653 -2.160
H -3.337 -1.369 -0.865
H -1.071 -1.130 5.527
H -7.489 10.035 -3.137
H -3.433 9.924 -3.629
H 3.454 6.893 -3.060
H -2.842 -0.881 6.100
H -9.124 -2.322 -1.994
H -11.114 -2.096 -4.929
H -12.132 -3.503 -4.628
H -0.629 7.385 -0.510
H 1.432 7.541 1.419
H 3.153 5.850 0.293
H -4.291 5.888 -4.635
H -0.315 5.070 1.451
H 2.864 -3.497 -4.817
H 7.179 -9.894 3.981
H 2.341 0.279 0.424
H -4.401 -2.398 4.500
H -1.498 -4.826 -1.839
H 7.224 0.548 2.989
H -4.568 7.569 -2.118
H -11.670 -6.856 -2.892
H 4.911 -7.248 4.279
H -0.783 -0.740 -4.275
H 2.759 -7.810 4.707
H 9.829 -6.755 2.610
H 0.749 -2.407 -4.888
H -1.717 3.423 -5.198
H 2.332 -1.903 -2.818
H -0.505 -1.886 2.645
H 2.412 2.086 6.332
H 4.648 -5.272 -4.506
H -5.864 0.335 4.851
H -2.202 -4.105 -4.979
H 3.837 -5.647 2.113
H 0.010 -0.699 -7.237
H 5.426 -9.263 2.190
H -6.636 1.858 8.456
H -5.551 3.602 -4.162
H 11.140 -5.784 3.238
H -6.200 5.683 -2.241
H 0.553 -6.033 0.375
H 1.854 4.668 -2.761
H 7.878 -2.788 1.685
H 9.181 -2.527 3.552
H -9.963 -6.308 -4.634
H 0.418 1.139 7.677
H 1.111 7.125 -2.570
H -0.023 -3.894 -1.245
H -8.573 0.405 -3.877
H 6.109 -2.481 -2.423
H -6.846 7.705 -2.999
H -6.012 6.069 -4.896
H 2.335 3.787 -1.309
H 4.037 -7.396 0.748
H -2.108 -1.303 -5.385
H 10.795 -1.833 3.550
H -0.878 0.711 6.485
H 10.839 -5.903 1.523
H 2.458 9.313 -2.811
H 3.386 0.703 3.846
H -8.905 -1.560 -5.011
H -7.599 0.015 6.146
H -5.217 7.912 -6.206
H 4.180 1.830 4.804
H 1.066 -8.227 1.555
H 0.718 -0.143 -5.759
H 3.937 7.072 -1.408
H -12.856 -4.835 -2.550
H -1.897 -2.342 3.534
H -0.009 4.430 -0.598
H -7.811 -2.462 -3.933
H -5.735 9.646 -1.593
H 1.556 6.045 2.458
H 4.821 -9.744 3.722
H 3.076 -2.188 0.097
H -4.002 3.732 2.244
H 3.121 1.597 -5.506
H 2.328 -5.713 0.232
H 1.504 -0.429 4.106
H -1.716 6.026 -0.190
H -2.528 3.638 0.218
H -4.129 0.137 4.578
H 9.704 0.422 3.155
H 6.256 -1.418 -3.823
H -6.386 10.353 -4.543
H 0.130 2.446 -6.732
H 1.004 -6.200 2.869
H 1.730 -8.095 -0.105
H -7.937 -0.373 -2.458
H 5.541 -3.324 -5.365
H 6.890 -0.617 0.789
H -4.046 1.155 7.910
H -3.089 -4.149 -3.515
H -4.529 2.075 1.762
H -3.859 -2.158 6.792
H 9.473 -4.281 3.512
H 2.726 -1.786 1.867
H -1.725 -0.643 3.091
H 11.410 -3.439 2.068
H 5.438 -6.986 2.564
H 3.147 -5.613 3.890
H -7.740 2.174 7.098
H -10.175 -6.179 -2.140
H -4.477 9.289 -5.352
H -3.872 -2.855 -1.631
H -1.138 -2.086 -0.438
H 3.479 -2.989 -1.861
H 4.458 0.260 6.737
H -5.818 2.264 5.549
H -3.181 7.417 -3.160
H 1.969 4.660 0.721
H 4.234 0.891 -6.661
H -1.789 -0.745 -2.510
H -3.562 7.707 -5.484
H 10.690 -0.082 1.285
H 3.616 9.529 -1.392
H 4.819 -1.517 -0.983
H -8.874 -4.392 -3.390
H -12.124 -5.192 -1.015
H -3.215 2.062 -0.271
H 4.173 9.314 -3.069
H -0.239 -3.029 -6.177
H 8.575 -2.507 0.076
H -5.450 11.215 -2.401
H 1.578 -2.610 0.827
H -6.889 -0.303 -3.913
H -5.281 -1.055 2.341
H 0.870 -0.417 1.233
H 10.419 -3.784 0.586
H -7.115 7.994 -4.724
H -6.112 -1.845 7.169
H 1.904 1.055 -1.724
H 3.550 -0.294 -1.603
H -0.184 -3.866 -3.693
H 8.464 0.083 0.835
H 1.488 -1.351 -6.754
H 1.665 2.147 4.742
H 7.083 -1.173 3.162
H 1.512 -8.030 3.476
H -3.365 9.625 -1.949
H 5.725 0.130 -4.721
H -3.425 2.924 4.115
H 4.813 -4.754 -2.742
*
```

***

(2)
A gas-phase ion, C4H5N2O5 (charge -1) at a distorted geometry, computed with ωB97M-V/def2-TZVPD.

Results
Energy relative to the best compared isomer or geometry (same formula, charge and spin) in kcal per mole: 191.96
E_HOMO in eV: -4.75
Gap between HOMO and LUMO in eV: 8.6
LUMO level in eV: 3.83

```
! RIJCOSX wB97M-V def2-TZVPD def2/J DEFGRID3
* xyz -1 1
O 2.476 2.004 -0.291
O -1.473 0.733 -0.532
O -0.207 -1.461 -0.100
O -0.252 0.539 1.403
O 2.821 -0.002 0.434
N 0.914 -1.229 -0.831
N 2.356 -1.357 0.541
C -2.613 0.130 -0.061
C -0.385 0.237 0.236
C 0.864 0.211 -0.766
C 2.085 0.884 -0.185
H 0.478 0.437 -1.710
H -3.542 0.394 -0.593
H -2.915 0.723 0.934
H -2.366 -0.979 0.121
H 1.758 -1.264 1.399
*
```

***

(3)
5 unconnected molecules or ions with the total composition C39H50BrN7O at a distorted geometry, computed with ωB97M-V/def2-TZVPD.

Results
Energy relative to the best compared isomer or geometry (same formula, charge and spin) in kcal per mole: 0.00
E_HOMO in eV: -13.29
Gap between HOMO and LUMO in eV: 1.6
LUMO level in eV: -11.69

```
! RIJCOSX wB97M-V def2-TZVPD def2/J DEFGRID3
* xyz 6 1
Br 1.013 -10.945 -13.724
O 2.790 -18.719 -11.187
N -4.014 -7.734 -6.334
N -2.842 -5.991 -20.571
N -2.282 -2.567 -1.800
N -8.052 -7.073 -25.418
N 8.843 -8.352 -10.738
N 2.676 -16.986 -12.785
N 8.236 -3.487 -5.944
C 7.544 -5.669 -6.764
C -3.094 -4.555 -3.644
C -4.702 -6.036 -4.772
C -3.439 -5.560 -4.605
C -2.804 -7.088 -6.384
C 8.766 -6.545 -8.697
C -3.980 -5.316 -22.595
C -2.980 -5.065 -21.572
C -9.015 -6.992 -26.439
C 9.619 -4.648 -7.461
C -4.852 -6.437 -22.488
C -4.997 -7.208 -5.542
C -7.380 -7.091 -23.110
C 2.936 -17.533 -11.421
C 7.745 -6.562 -9.668
C 8.695 -5.644 -7.606
C -8.377 -7.151 -24.088
C -1.903 -1.530 -0.812
C -2.183 -3.549 -3.979
C -1.890 -2.471 -3.121
C 8.739 -9.351 -11.832
C -1.902 -5.749 -19.566
C -5.824 -6.482 -24.831
C -6.784 -6.782 -25.807
C 9.353 -3.547 -6.651
C -4.647 -7.415 -21.471
C 7.791 -7.487 -10.734
C 9.900 -8.378 -9.882
C 7.314 -4.564 -5.878
C -3.624 -4.569 -2.369
C 9.795 -7.452 -8.861
C -6.098 -6.602 -23.470
C -3.633 -7.084 -20.499
C -3.182 -3.585 -1.442
C -2.448 -6.113 -5.384
C 3.892 -17.304 -13.729
C -4.317 -8.822 -7.212
C 8.172 -2.506 -4.896
C 2.926 -16.533 -10.287
H -2.296 -4.233 -21.653
H -6.573 -6.726 -26.864
H 3.832 -16.762 -14.672
H 10.485 -4.664 -8.106
H -9.397 -7.425 -23.859
H -5.341 -8.637 -7.536
H -1.808 -3.435 -4.986
H -2.609 -0.700 -0.776
H 3.441 -15.643 -10.648
H -9.785 -7.697 -26.125
H -3.679 -8.878 -8.094
H -3.442 -7.772 -19.689
H -4.265 -9.735 -6.620
H -1.115 -6.476 -19.766
H 10.529 -7.505 -8.070
H 6.714 -6.306 -7.033
H -4.850 -6.144 -25.152
H 8.452 -1.549 -5.335
H -1.842 -1.942 0.196
H 1.825 -17.320 -13.215
H 3.553 -16.970 -9.509
H -8.595 -7.195 -27.425
H 6.438 -4.422 -5.263
H 9.573 -9.410 -12.531
H -5.527 -5.560 -4.263
H 10.705 -9.076 -10.055
H 3.895 -18.337 -14.075
H -7.642 -7.272 -22.078
H -1.443 -5.739 -5.261
H 7.857 -9.183 -12.450
H -9.497 -6.030 -26.266
H 7.282 -2.470 -4.267
H -4.247 -5.420 -2.137
H -1.214 -1.660 -3.348
H -2.127 -7.356 -7.182
H -4.009 -4.737 -23.507
H 4.835 -16.926 -13.333
H -3.476 -3.601 -0.403
H 8.902 -2.845 -4.160
H 8.590 -10.275 -11.275
H 1.902 -16.289 -10.004
H 6.925 -7.641 -11.360
H -5.236 -8.318 -21.531
H -5.958 -7.663 -5.355
H -2.345 -6.070 -18.623
H 6.860 -5.944 -9.693
H 2.527 -15.994 -12.663
H 9.938 -2.644 -6.744
H -1.598 -4.702 -19.535
H -0.943 -1.046 -0.992
*
```

***

(4)
A molecular structure, C3H3Br4NO3 at a distorted geometry, computed with ωB97M-V/def2-TZVPD.

Results
Energy relative to the best compared isomer or geometry (same formula, charge and spin) in kcal per mole: 39.84
E_HOMO (alpha / beta) in eV: -8.06 / -10.17
Gap between HOMO and LUMO (alpha / beta) in eV: 8.2 / 5.8
LUMO level (alpha / beta) in eV: 0.10 / -4.33

```
! RIJCOSX wB97M-V def2-TZVPD def2/J DEFGRID3
* xyz 0 3
Br -3.178 1.157 -1.049
Br -1.314 1.090 1.901
Br 1.883 1.511 0.373
Br -1.660 -1.665 0.348
O 1.221 -0.887 1.673
O 2.358 -1.866 -0.400
O 1.028 -0.779 -1.697
N 1.511 -1.056 -0.630
C 1.025 -0.259 0.528
C -0.917 0.124 0.291
C -1.242 0.857 -0.961
H 1.020 -0.341 2.448
H -0.766 1.838 -0.985
H -0.969 0.275 -1.840
*
```

***

Q: Look up the energy relative to the best compared isomer or geometry (same formula, charge and spin) of the third one.
A: 0.00 kcal per mole